Molecular formula: C60H68ClN3O8PbS2
Method: DFT, ωB97M-V/def2-TZVPD

XYZ file:
```
143
Properties=species:S:1:pos:R:3:mulliken_charge:R:1
Pb -1.20416 1.08240 -2.30093 1.92
C 0.54361 2.31549 -5.05956 -0.64
C -0.84254 2.57994 -5.64968 -1.01
O -1.86011 2.26060 -4.69699 -0.30
C -2.81383 3.30736 -4.46858 -0.21
C -3.92030 2.71419 -3.64862 -1.11
O -3.48503 2.37201 -2.32026 0.20
C -3.77820 3.42922 -1.38492 -0.83
C -3.44117 3.02100 0.03335 -1.43
O -1.48541 1.59645 0.07052 0.02
C -1.96645 2.91491 0.41824 0.35
C -1.04564 3.96522 -0.16748 -0.69
O -0.79881 3.70045 -1.55110 0.13
C 0.41733 4.31425 -1.98100 -0.57
C 0.61167 4.07573 -3.44970 -0.94
O 0.64870 2.67367 -3.68462 0.18
H 1.29274 2.84483 -5.65486 0.39
H 0.76280 1.24632 -5.09751 0.33
H -0.96925 1.93946 -6.52282 0.40
H -0.95092 3.61437 -5.97868 0.51
H -3.21968 3.66384 -5.41769 0.57
H -2.34474 4.14209 -3.94091 0.11
H -4.25122 1.79830 -4.13632 0.39
H -4.76588 3.40101 -3.59835 0.46
H -4.84920 3.63182 -1.43910 0.58
H -3.24104 4.33401 -1.67841 0.40
H -3.90885 2.05828 0.25535 0.27
H -3.90333 3.76316 0.68562 0.55
H -0.67052 1.42897 0.57700 0.05
H -1.89750 3.01870 1.50180 0.41
H -0.09578 3.94946 0.37063 0.30
H -1.48631 4.95816 -0.03526 0.35
H 1.25663 3.89843 -1.41015 0.13
H 0.37843 5.39299 -1.80726 0.43
H 1.55415 4.54053 -3.75864 0.42
H -0.19239 4.54531 -4.02052 0.47
C 5.93893 -4.54734 -2.72859 -1.55
C 4.96587 -3.53823 -2.18927 1.01
C 4.93610 -3.21979 -0.83211 -1.06
C 4.05616 -2.26735 -0.33924 -0.56
C 3.20324 -1.62136 -1.22338 0.22
C 3.18430 -1.93655 -2.57462 -0.72
C 4.06793 -2.89172 -3.04548 -0.85
S 2.15669 -0.33858 -0.56553 0.77
O 0.98574 -0.17975 -1.50821 -0.50
C 3.29305 1.04396 -0.88659 0.88
C 3.33777 1.58784 -2.15148 -0.38
C 4.22268 2.63264 -2.42347 -0.91
C 5.04426 3.15790 -1.41501 0.80
C 5.89217 4.25718 -1.66900 -0.93
C 6.68080 4.79506 -0.65779 -0.80
C 6.62511 4.25482 0.61981 -0.97
C 5.79649 3.16602 0.89503 -0.47
C 5.00822 2.58709 -0.11402 0.60
C 4.13844 1.49105 0.14900 -0.19
C 4.12008 0.80398 1.45297 -0.85
C 5.27795 0.10065 1.92962 1.10
C 6.47432 -0.02553 1.18128 -0.41
C 7.54224 -0.71435 1.68495 -1.02
C 7.47496 -1.32147 2.95666 -0.79
C 6.32291 -1.25163 3.68429 -1.07
C 5.19428 -0.55669 3.18688 0.84
C 3.97947 -0.53606 3.91360 -1.32
C 2.87893 0.11933 3.43453 -1.21
C 2.96536 0.79292 2.21139 0.96
S 1.55361 1.74659 1.62969 1.58
O 0.36906 0.81808 1.61779 -0.87
C 1.36096 2.86062 3.00080 0.24
C 2.16146 3.99372 3.05862 -0.54
C 1.97350 4.89657 4.09142 -0.85
C 0.98324 4.69316 5.05368 0.85
C 0.76647 5.68400 6.16149 -1.55
C 0.19416 3.54555 4.96320 -0.91
C 0.36561 2.62990 3.93715 -0.54
H 6.40793 -5.12326 -1.93366 0.38
H 6.73114 -4.04463 -3.28780 0.32
H 5.45549 -5.23447 -3.42291 0.41
H 5.60817 -3.72853 -0.15122 0.44
H 4.03219 -2.04050 0.72133 0.76
H 2.48181 -1.45093 -3.24180 0.48
H 4.07085 -3.14101 -4.10040 0.48
H 2.69676 1.18200 -2.92389 0.24
H 4.28668 3.04220 -3.42565 0.60
H 5.91658 4.68411 -2.66500 0.54
H 7.33483 5.63206 -0.86443 0.46
H 7.23516 4.67780 1.40782 0.53
H 5.76166 2.76073 1.89885 0.68
H 6.55142 0.42815 0.20100 0.61
H 8.45257 -0.79033 1.10384 0.51
H 8.33596 -1.84537 3.34961 0.47
H 6.25470 -1.73165 4.65287 0.50
H 3.93195 -1.04149 4.87098 0.49
H 1.95530 0.14666 3.99915 0.60
H 2.92820 4.16689 2.30804 0.49
H 2.59542 5.78208 4.15023 0.41
H 1.20918 6.65058 5.93088 0.39
H 1.22492 5.32423 7.08579 0.31
H -0.29432 5.81772 6.36819 0.40
H -0.57147 3.36982 5.70980 0.44
H -0.25746 1.74740 3.85880 0.55
C -7.89449 -2.91720 0.36960 -1.78
C -6.81215 -3.76394 1.07357 1.68
C -6.95615 -5.19306 0.51606 -1.56
C -7.12840 -3.76865 2.57643 -1.86
C -5.40588 -3.13082 0.79432 1.96
O -5.45991 -1.71194 0.82857 -0.61
C -4.33373 -3.44181 1.87295 -1.90
C -4.00999 -4.92295 2.19245 -0.85
C -2.99680 -5.66631 1.41832 0.16
C -3.32426 -6.94692 0.87973 -0.15
C -2.39527 -7.69354 0.22626 -0.85
C -1.07809 -7.17716 0.08882 0.55
Cl 0.07952 -8.09437 -0.68792 -0.04
C -0.72044 -5.90398 0.62136 -0.93
C -1.66147 -5.17445 1.27375 -0.22
C -4.92758 -3.52080 -0.63917 -1.76
N -4.25287 -2.40523 -1.30923 0.90
C -3.02409 -1.89223 -1.26963 -0.45
N -2.97628 -0.78556 -2.01241 0.13
C -4.24979 -0.68853 -2.49515 -0.93
N -5.03990 -1.64041 -2.09230 -0.95
H -8.81201 -3.50035 0.29787 0.48
H -7.61063 -2.62738 -0.64526 0.25
H -8.15193 -2.01608 0.93413 0.53
H -7.88645 -5.62160 0.88740 0.55
H -6.15661 -5.87094 0.81293 0.20
H -7.01330 -5.20834 -0.57380 0.42
H -8.18144 -4.01053 2.71908 0.55
H -6.95220 -2.79183 3.03193 0.31
H -6.55277 -4.51933 3.12244 0.31
H -6.37233 -1.41601 0.91384 0.55
H -4.69792 -3.00263 2.79614 0.49
H -3.44445 -2.86506 1.59582 0.58
H -4.92147 -5.50753 2.21966 0.53
H -3.63150 -4.92891 3.22840 0.45
H -4.32698 -7.33671 1.00558 0.39
H -2.63894 -8.66917 -0.17448 0.48
H 0.29628 -5.54992 0.51525 0.58
H -1.39057 -4.23038 1.73094 0.65
H -5.78810 -3.68537 -1.27793 0.50
H -4.31418 -4.42134 -0.64121 0.37
H -2.20051 -2.32016 -0.71956 0.70
H -4.58999 0.09402 -3.14868 0.48
```

Values from the calculation:
Energy above the lowest of the compared OMol25 structures with the same formula, charge and spin ... 16.2 kcal/mol
Calculated total energy ... -123578.31309 eV
Highest occupied orbital energy (spin up / spin down) ... -16.4026 / -16.3336 eV
Molecular weight ... 1266.00 g mol⁻¹
Net charge ... +4
Frontier orbital gap (spin up / spin down) ... 0.1575 / 0.1494 hartree

Molecular formula: C60H69N9O20
Method: DFT, ωB97M-V/def2-TZVPD

XYZ file:
```
158
Properties=species:S:1:pos:R:3:mulliken_charge:R:1
N 8.10692 2.32424 0.62603 0.04
C 6.85673 2.56930 1.12036 -0.88
C 6.24968 3.59025 0.43959 0.35
C 7.23325 3.98801 -0.53133 -0.81
C 8.31206 3.22329 -0.40198 -0.64
H 8.80528 1.69754 1.01356 0.21
H 6.58495 2.11194 2.07156 0.45
H 5.29969 4.14877 0.57482 0.50
H 7.13420 4.73991 -1.31576 0.38
H 9.20099 3.17819 -0.93086 0.48
N -0.59218 -0.29018 -3.34516 2.04
C -1.79418 -0.48494 -2.69757 -0.04
C -2.68279 -1.01883 -3.63203 -1.09
C -1.99495 -1.17596 -4.86760 -1.41
C -0.75653 -0.65284 -4.65401 -1.01
H 0.18100 0.23822 -2.88480 -0.78
H -1.91935 -0.27434 -1.69938 0.93
H -3.72401 -1.28098 -3.49127 0.42
H -2.45677 -1.58176 -5.77741 0.52
H 0.04896 -0.67626 -5.38114 0.46
N -4.53362 -0.79962 0.30361 1.55
C -5.17104 -0.84213 1.50593 -0.15
C -5.99621 -1.93809 1.46044 -1.02
C -5.79453 -2.55360 0.18013 -0.83
C -4.89139 -1.78106 -0.49366 -0.49
H -3.86848 -0.07524 -0.02062 -0.53
H -4.86224 -0.09018 2.25807 0.10
H -6.72659 -2.18281 2.22282 0.43
H -6.13279 -3.54084 -0.08125 0.47
H -4.67825 -1.88319 -1.52827 0.35
N 2.50367 3.07822 1.57080 0.34
C 3.59862 2.43047 2.02123 -0.65
C 3.46650 2.42415 3.41469 -0.71
C 2.25343 3.01028 3.76317 -0.75
C 1.72204 3.50613 2.57560 -0.91
H 2.50511 3.33276 0.54057 0.14
H 4.36555 2.00932 1.38061 0.81
H 4.20162 2.05490 4.12430 0.51
H 1.82369 3.14814 4.75285 0.52
H 0.83062 4.03325 2.37843 0.64
N -3.94985 3.81972 0.99791 0.10
C -4.33682 4.61019 -0.05375 -0.51
C -5.71762 4.68214 -0.03030 -0.83
C -6.18714 3.69396 0.97319 -0.41
C -5.06082 3.29818 1.61668 -0.66
H -3.03492 3.47393 1.26285 0.18
H -3.53348 5.15472 -0.49185 0.55
H -6.37849 5.24154 -0.71100 0.50
H -7.15598 3.23744 1.09866 0.49
H -4.99091 2.47930 2.22743 0.46
C -7.14896 1.74524 -2.65372 -1.66
C -5.80587 2.38251 -2.62226 0.75
C -4.73368 1.78046 -1.76280 1.08
O -3.51113 2.16902 -2.39682 0.36
C -3.78438 2.39917 -3.71302 0.19
O -2.94137 2.71156 -4.49433 -0.58
O -5.08896 2.24056 -3.93500 -0.44
H -7.50225 1.63900 -1.63167 0.36
H -7.01116 0.77512 -3.05191 0.43
H -7.80891 2.33099 -3.31639 0.36
H -5.96737 3.41856 -2.29464 0.22
H -4.83757 0.69638 -1.75226 -0.76
H -4.65956 2.22615 -0.75432 -0.50
C 0.50715 4.52765 -4.42927 -1.61
C 0.23650 4.13097 -2.98904 0.54
C -0.40214 2.77432 -2.94609 0.14
O 0.41864 2.03965 -2.06558 1.45
C 1.58894 2.68568 -1.81149 -0.87
O 2.52564 2.24099 -1.20444 -0.36
O 1.49578 3.94075 -2.28625 -0.39
H 1.12658 3.73148 -4.79187 0.40
H 0.84223 5.52305 -4.58436 0.44
H -0.43967 4.41384 -4.93839 0.38
H -0.34079 4.84443 -2.42455 0.43
H -0.42969 2.17100 -3.86404 0.25
H -1.40869 2.72902 -2.48117 -0.69
C 1.10159 -0.57529 -0.15045 0.95
C 0.29625 -0.74705 1.14792 1.61
C 0.63915 0.33439 2.18158 1.10
O -0.49338 1.38733 1.94043 -0.57
C -1.44101 0.82718 1.18793 0.02
O -2.38814 1.41764 0.81123 0.10
O -1.15124 -0.46555 0.85412 0.20
H 0.63267 0.07082 -0.86040 -0.02
H 1.41698 -1.55632 -0.61249 -1.08
H 2.02250 0.01706 -0.06677 -0.47
H 0.28727 -1.73144 1.62337 -0.18
H 1.60761 0.76299 1.98700 -1.50
H 0.40631 0.00707 3.21457 0.22
C 0.54272 -4.16669 -4.91642 -1.47
C 1.28322 -3.39015 -3.84165 1.22
C 0.56428 -3.35874 -2.50635 0.58
O 1.60486 -3.55711 -1.54132 0.11
C 2.68294 -4.11387 -2.15061 0.35
O 3.59553 -4.56880 -1.56937 -0.55
O 2.45644 -4.18525 -3.47292 -0.47
H 0.14249 -5.04769 -4.43536 0.37
H 1.21868 -4.56349 -5.71258 0.38
H -0.28685 -3.62024 -5.41982 0.29
H 1.57761 -2.33845 -4.11739 -0.40
H -0.23955 -4.09684 -2.28205 0.20
H 0.12038 -2.33203 -2.33606 -0.62
C -2.53976 -4.96799 3.50110 -0.50
C -2.18832 -6.31654 3.47465 -0.63
C -2.03844 -6.95423 2.26482 -0.42
C -2.00477 -6.17340 1.10693 -0.10
C -2.25103 -4.78220 1.15435 0.04
C -2.55661 -4.19159 2.36450 -0.34
N -1.68583 -6.86872 -0.19107 1.02
O -1.41732 -6.17048 -1.14927 -0.63
O -1.66141 -8.02699 -0.21125 -0.63
H -2.74916 -4.43746 4.47591 0.30
H -2.21179 -6.95843 4.32801 0.45
H -1.97888 -8.03896 2.19743 0.45
H -2.33512 -4.20327 0.19836 0.41
H -2.82870 -3.14594 2.32704 0.53
C 0.15897 1.35620 7.01484 -0.24
C -0.21098 0.03790 6.71994 -0.85
C -1.35438 -0.11891 5.95848 0.01
C -2.04779 0.88930 5.39906 -0.30
C -1.64864 2.18246 5.70757 -0.12
C -0.63583 2.42293 6.56005 -0.96
N -3.11074 0.69303 4.46254 1.11
O -3.14436 -0.41667 4.04256 -0.53
O -3.84675 1.65071 4.22434 -0.64
H 1.05618 1.54101 7.55044 0.47
H 0.27337 -0.84038 7.11981 0.46
H -1.79334 -1.07892 5.74724 0.51
H -2.25194 2.93662 5.34208 0.66
H -0.37072 3.39653 6.94116 0.39
C 6.38925 -1.23119 -2.00854 -0.33
C 6.58245 0.10310 -1.81702 -0.30
C 5.63734 0.97290 -2.33827 -0.84
C 4.56674 0.45326 -3.07106 0.78
C 4.35376 -0.90218 -3.32220 -0.39
C 5.35390 -1.73505 -2.73928 -0.57
N 3.52231 1.43308 -3.65381 1.02
O 2.44600 0.94207 -4.00004 -0.63
O 3.80387 2.58034 -3.77126 -0.59
H 7.09782 -1.92365 -1.55154 0.39
H 7.36036 0.60584 -1.22784 0.20
H 5.67136 2.00886 -2.09234 0.56
H 3.42107 -1.27962 -3.69273 0.10
H 5.33728 -2.80447 -2.80199 0.48
C 1.62466 -3.61633 2.57549 -0.62
C 1.87623 -2.63494 3.49768 -0.42
C 2.83443 -1.65846 3.25321 -0.81
C 3.59251 -1.72106 2.11502 0.49
C 3.44510 -2.74622 1.18842 -1.13
C 2.38469 -3.66312 1.40364 -0.42
N 4.72764 -0.72894 1.97751 1.09
O 5.36560 -0.80720 0.93758 -0.57
O 5.02199 -0.02446 2.91718 -0.59
H 0.91561 -4.35483 2.93855 0.54
H 1.26970 -2.55377 4.34816 0.53
H 3.01070 -0.90606 4.00031 0.38
H 4.01681 -2.79850 0.32869 0.99
H 2.26369 -4.50756 0.75953 0.60
```

Values from the calculation:
Calculated total energy ... -117687.53723 eV
Highest occupied orbital energy ... -8.1133 eV
Molecular weight ... 1236.26 g mol⁻¹
Net charge ... 0
Frontier orbital gap ... 0.2634 hartree